# 1
The following is a DFT calculation (ωB97M-V/def2-TZVPD) of a molecular structure, C40H52N3O6PSbTi.

ORCA input file:
```
! RIJCOSX wB97M-V def2-TZVPD def2/J DEFGRID3
* xyz 2 2
Ti -0.24841 0.11004 0.72595
O 0.03899 0.20684 2.59595
C 1.21819 -0.28366 2.42445
O 1.46249 -0.51766 1.17645
C 2.18369 -0.49716 3.46305
C 1.82299 -0.38676 4.81585
C 2.77789 -0.57196 5.79065
C 4.09219 -0.84246 5.42185
C 4.46239 -0.94596 4.08345
C 3.51149 -0.78936 3.10525
N 5.10989 -1.03286 6.44075
O 6.23599 -1.22686 6.04455
O 4.75889 -0.98806 7.59445
H 0.79359 -0.18006 5.07335
H 2.52539 -0.50376 6.83715
H 5.49169 -1.16076 3.84765
H 3.76949 -0.87906 2.05925
C -4.63971 -3.34376 -0.46735
C -4.42341 -1.88156 -0.79545
C -5.15941 -1.47876 -2.05945
Sb -2.28741 -1.21516 -1.04575
C -1.27121 -2.37786 0.60165
C -1.98611 -2.11376 1.92075
C -1.06221 -3.86106 0.36505
C -1.72911 -2.28476 -2.95605
C -0.23581 -2.18616 -3.22885
C -2.21631 -3.71486 -3.09725
H -5.70841 -3.52746 -0.38355
H -4.18701 -3.62416 0.47945
H -4.25951 -3.98986 -1.24955
H -4.78971 -1.26886 0.03775
H -4.84451 -2.08066 -2.90525
H -4.98641 -0.43206 -2.30725
H -6.22801 -1.62536 -1.92725
H -0.27521 -1.86806 0.65355
H -2.92191 -2.66876 1.97385
H -2.20211 -1.04626 2.04275
H -1.36511 -2.43336 2.76445
H -2.02071 -4.34926 0.19125
H -0.60011 -4.32296 1.24045
H -0.41511 -4.04626 -0.49155
H -2.26401 -1.65436 -3.67405
H 0.32309 -2.89786 -2.62415
H 0.15459 -1.18466 -3.03825
H -0.04531 -2.41996 -4.27525
H -1.81781 -4.37096 -2.32875
H -1.88311 -4.09996 -4.05955
H -3.29931 -3.76256 -3.08565
O 0.30399 0.41364 -1.03135
P 1.78029 0.68564 -1.36435
C 2.52799 1.65754 -0.02305
C 1.73419 2.43754 0.81965
C 2.32479 3.15024 1.85135
C 3.70399 3.12634 2.01145
C 4.49269 2.37334 1.15715
C 3.90609 1.62594 0.14935
C 2.74719 -0.82246 -1.64175
C 3.92349 -0.72756 -2.38305
C 4.69919 -1.85366 -2.59515
C 4.31199 -3.07756 -2.07395
C 3.14469 -3.17356 -1.33385
C 2.35969 -2.05346 -1.12415
C 1.83159 1.69574 -2.86235
C 0.79589 1.60834 -3.78735
C 0.87569 2.31334 -4.97555
C 1.98849 3.09654 -5.24195
C 3.01689 3.19314 -4.31645
C 2.94189 2.49284 -3.12565
H 0.65169 2.50594 0.66205
H 1.71739 3.75304 2.51275
H 4.16199 3.70564 2.79745
H 5.56509 2.37014 1.26715
H 4.51439 1.01034 -0.49885
H 4.22449 0.22004 -2.80605
H 5.60159 -1.78266 -3.17915
H 4.90929 -3.95736 -2.25555
H 2.85159 -4.12696 -0.92055
H 1.43709 -2.13586 -0.56645
H -0.07201 0.99744 -3.57115
H 0.07759 2.24364 -5.69965
H 2.05799 3.63014 -6.17635
H 3.88069 3.80614 -4.52465
H 3.73219 2.57924 -2.39335
C -3.22821 1.26804 3.07165
N -3.37091 2.19644 1.96565
C -4.51951 3.08644 2.04495
C -4.89901 3.57504 0.65775
C -3.65181 4.15534 0.00865
N -2.62501 3.12484 -0.03545
C -1.74381 3.14544 -1.18605
C -2.52731 2.20104 0.92935
O -1.61911 1.29124 0.84795
H -3.85801 0.38794 2.91955
H -3.55351 1.75844 3.98805
H -2.18721 0.96034 3.18625
H -4.28201 3.93454 2.69825
H -5.34761 2.52734 2.48705
H -5.68081 4.32954 0.72855
H -5.27191 2.74014 0.05895
H -3.28941 5.02064 0.57625
H -3.85961 4.47624 -1.01335
H -2.32691 3.00324 -2.09815
H -1.00311 2.34584 -1.12145
H -1.23751 4.11174 -1.24225
*
```

orbital gap (alpha / beta)	0.252 / 0.265	Ha
energy above the lowest of the compared OMol25 structures with the same formula, charge and spin	1.1524	eV
E	-3601.74354	hartree

***

# 2
The following is a DFT calculation (ωB97M-V/def2-TZVPD) of a molecular structure, C40H52N4O12Se2SiSn.

ORCA input file:
```
! RIJCOSX wB97M-V def2-TZVPD def2/J DEFGRID3
* xyz -2 1
Sn 0.60700 -0.68180 0.32810
O 0.76850 2.49710 -2.95780
C 1.08320 1.51320 -2.04410
O 0.21000 1.30020 -1.11250
C 2.26940 0.82210 -2.14410
C 3.25300 1.05210 -3.16310
C 4.40870 0.34380 -3.15700
C 4.63720 -0.62730 -2.14430
C 3.63310 -0.84510 -1.19900
N 2.48950 -0.15900 -1.18030
C 3.73970 -1.85120 -0.13960
O 4.80630 -2.70300 -0.18930
O 2.94770 -1.98350 0.78060
H -0.13510 2.75690 -2.72390
H 3.04220 1.79780 -3.91430
H 5.16750 0.50230 -3.91400
H 5.58270 -1.15550 -2.14700
H 5.30950 -2.52760 -0.99540
O -0.51240 1.87300 7.70400
C -1.30450 1.09530 7.15660
O -2.32740 0.55980 7.60480
C -0.96100 0.73570 5.66820
C -1.64320 -0.26830 5.00380
C -1.31360 -0.58750 3.68320
N -0.38720 0.09940 3.00160
C 0.24110 1.09970 3.61770
C 0.01840 1.41540 4.96000
C 1.21610 1.88110 2.84660
C 1.49270 3.20270 3.21380
C 2.46200 3.90890 2.53460
C 3.14520 3.27570 1.50430
C 2.78340 1.97850 1.18790
N 1.84590 1.29880 1.82400
C -1.99810 -1.66620 2.96900
C -3.04530 -2.38460 3.56130
C -3.70710 -3.34860 2.83360
C -3.30480 -3.59070 1.52370
C -2.24710 -2.85380 1.01720
N -1.61230 -1.92530 1.70990
H -2.41610 -0.77230 5.56340
H 0.59420 2.16990 5.47600
H 0.94140 3.67120 4.01330
H 2.68520 4.93090 2.80780
H 3.92170 3.78000 0.94860
H 3.26590 1.44990 0.38020
H -3.35470 -2.17530 4.57220
H -4.52950 -3.90090 3.27080
H -3.81000 -4.32130 0.91110
H -1.89750 -2.99110 0.00300
O -6.22520 3.74370 -0.50080
C -5.96990 2.55370 0.21660
C -4.51140 2.09530 0.03850
C -4.38200 0.73000 0.76920
O -3.16760 0.52750 1.41060
C -3.57030 3.13460 0.63660
Se -1.69190 2.83160 0.05230
C -4.18510 1.95630 -1.43980
Se -2.29250 1.31680 -1.61480
H -7.11240 4.04550 -0.28450
H -6.63950 1.75300 -0.13800
H -6.15810 2.70450 1.28950
H -4.59850 -0.07070 0.04810
H -5.14410 0.68310 1.55860
H -2.50460 0.19270 0.78520
H -3.57360 3.07740 1.72400
H -3.87260 4.13240 0.31100
H -4.29600 2.92700 -1.92950
H -4.84660 1.23830 -1.92430
C -2.45260 -5.94360 -1.52170
C -1.39950 -5.18890 -2.34830
C -1.29030 -5.83170 -3.73980
C -0.04470 -5.25320 -1.64390
O -1.84520 -3.86650 -2.49110
Si -0.91550 -2.51060 -2.75800
O -0.13860 -2.01890 -1.49750
O -1.98060 -1.34920 -3.25510
C -3.13540 -1.49870 -4.03530
C -2.96630 -2.54850 -5.13770
C -4.28810 -1.91070 -3.11120
C -3.44110 -0.14540 -4.68850
O -0.01250 -3.01900 -4.05930
C 1.09890 -2.40600 -4.65810
C 0.87190 -0.90760 -4.84210
C 1.28940 -3.07360 -6.03200
C 2.33850 -2.64180 -3.79250
H -2.23170 -7.00920 -1.51360
H -3.43760 -5.78760 -1.95860
H -2.44980 -5.57700 -0.49970
H -0.87650 -6.83560 -3.66810
H -0.64660 -5.20780 -4.35250
H -2.27510 -5.88780 -4.20130
H 0.24670 -6.28300 -1.43890
H -0.09010 -4.69440 -0.71380
H 0.69990 -4.77540 -2.27060
H -2.80000 -3.51830 -4.68410
H -2.10360 -2.30030 -5.75010
H -3.85780 -2.58240 -5.76340
H -4.00910 -2.83290 -2.61130
H -5.21430 -2.04950 -3.66750
H -4.42560 -1.14340 -2.35410
H -2.66910 0.10810 -5.40990
H -3.44580 0.62790 -3.92520
H -4.40750 -0.18070 -5.18810
H -0.00290 -0.73330 -5.46430
H 1.74010 -0.44160 -5.30240
H 0.69280 -0.45700 -3.87220
H 0.41470 -2.89800 -6.65450
H 1.41730 -4.14770 -5.91000
H 2.16600 -2.66400 -6.53030
H 2.10920 -2.29210 -2.79180
H 3.19480 -2.09930 -4.18690
H 2.57370 -3.70440 -3.74490
*
```

orbital gap (alpha / beta)	0.138 / 0.138	Ha
energy above the lowest of the compared OMol25 structures with the same formula, charge and spin	2.5780	eV
E	-7984.35006	hartree

***

# 3
The following is a DFT calculation (ωB97M-V/def2-TZVPD) of a molecular structure, C40H53BrN5O4PV.

ORCA input file:
```
! RIJCOSX wB97M-V def2-TZVPD def2/J DEFGRID3
* xyz 1 3
V -0.34027 -0.89083 -0.52753
C 0.96521 -7.72665 -2.38857
C 0.88917 -6.23142 -2.19496
C 1.50561 -5.34433 -3.07503
C 1.43762 -3.98245 -2.87429
C 0.76881 -3.41592 -1.78212
N 0.71739 -2.02159 -1.61945
C 1.77792 -1.25405 -2.17784
C 3.11624 -1.57219 -1.94222
C 4.13965 -0.83179 -2.50057
C 3.87955 0.28100 -3.30319
C 4.99541 1.10604 -3.89460
C 2.55510 0.61747 -3.52233
C 1.53053 -0.14356 -2.97698
N 0.17971 0.19944 -3.28386
C -0.31165 0.66772 -4.44582
C -1.67408 0.77977 -4.30854
C -1.93440 0.34788 -3.00858
N -0.80984 0.00075 -2.38367
C 0.12089 -4.30811 -0.92614
C 0.19663 -5.68410 -1.13399
N -0.60225 -3.84644 0.23097
C -1.10894 -4.60258 1.22294
C -1.47561 -3.77665 2.26051
C -1.15205 -2.49979 1.82339
N -0.63304 -2.54034 0.59241
H 1.83252 -7.99643 -2.99038
H 1.04338 -8.24593 -1.43295
H 0.07800 -8.10648 -2.89991
H 2.04420 -5.72873 -3.93457
H 1.91647 -3.31731 -3.58283
H 3.34060 -2.42617 -1.31643
H 5.16817 -1.11036 -2.29779
H 5.93702 0.55894 -3.87802
H 4.77846 1.37930 -4.92776
H 5.13948 2.03201 -3.33279
H 2.31217 1.49166 -4.11815
H 0.33636 0.85799 -5.28545
H -2.38111 1.12242 -5.04484
H -2.87973 0.27268 -2.50998
H -0.29497 -6.36007 -0.44763
H -1.18035 -5.67170 1.14327
H -1.92221 -4.06511 3.19630
H -1.25880 -1.55710 2.33293
C 5.41089 2.92290 3.17307
C 3.99121 3.15410 3.70929
C 3.87663 2.55773 5.11992
C 3.74761 4.65973 3.79872
C 2.98317 2.46345 2.78993
C 3.05180 1.08554 2.59003
C 2.12615 0.46839 1.78175
Br 2.29603 -1.40620 1.52388
C 1.08940 1.15845 1.14357
O 0.13009 0.46850 0.44734
C 1.03612 2.54366 1.27780
C 1.98269 3.14321 2.11650
C 0.02599 3.49020 0.59166
C -0.84010 4.16686 1.66606
C -0.91175 2.82153 -0.41516
C 0.80470 4.56526 -0.18726
H 6.14195 3.39515 3.83394
H 5.52298 3.35291 2.17441
H 5.65264 1.85934 3.11300
H 4.60267 3.02981 5.78641
H 4.07032 1.48255 5.12118
H 2.87721 2.72243 5.53055
H 4.48526 5.10454 4.46937
H 2.75624 4.88640 4.20019
H 3.85085 5.14604 2.82510
H 3.82073 0.48326 3.05833
H 1.91990 4.21465 2.24515
H -1.38630 3.42250 2.25316
H -1.56621 4.83553 1.19574
H -0.23792 4.75898 2.35743
H -1.56456 2.08464 0.05017
H -0.35929 2.32891 -1.21526
H -1.54043 3.59421 -0.86641
H 1.46565 5.15191 0.45107
H 0.10043 5.25589 -0.65807
H 1.41258 4.10744 -0.97242
C -6.54427 1.05856 -1.20299
C -5.07351 0.77676 -1.36824
O -4.51823 0.52407 -0.06453
P -3.09463 -0.20326 0.17957
O -3.43187 -1.74308 -0.12472
C -4.59270 -2.43152 0.40996
C -5.40498 -2.99782 -0.72792
O -3.15150 -0.17304 1.78892
C -2.85338 1.05974 2.48474
C -3.74226 1.15746 3.69872
H -7.00126 1.23861 -2.17722
H -6.69466 1.94061 -0.58004
H -7.04401 0.21165 -0.73224
H -4.56217 1.63041 -1.81727
H -4.92838 -0.09593 -2.01114
H -5.17479 -1.74338 1.02021
H -4.21235 -3.22158 1.05554
H -5.87900 -2.20586 -1.31051
H -6.18851 -3.64903 -0.33617
H -4.76927 -3.58510 -1.39298
H -3.01747 1.91249 1.81970
H -1.79821 1.04852 2.76316
H -4.79127 1.18143 3.40101
H -3.51322 2.06979 4.25248
H -3.58642 0.30219 4.35885
*
```

orbital gap (alpha / beta)	0.270 / 0.287	Ha
energy above the lowest of the compared OMol25 structures with the same formula, charge and spin	0.9051	eV
E	-5990.07273	hartree

***

# 4
The following is a DFT calculation (ωB97M-V/def2-TZVPD) of a molecular structure, C40H53EuN10O2.

ORCA input file:
```
! RIJCOSX wB97M-V def2-TZVPD def2/J DEFGRID3
* xyz -1 8
Eu 0.59904 -1.08634 0.67416
C 0.82631 1.57895 -5.44616
C 2.13795 0.93306 -4.89755
C 2.17169 0.83505 -3.41786
C 2.87721 1.62480 -2.55123
C 3.73681 2.78668 -2.88153
C 2.97069 4.11568 -3.12213
C 2.33064 1.37900 -1.23880
C 2.67640 2.05083 -0.04707
C 1.97355 2.04299 1.13804
C 2.20727 3.00113 2.20554
C 3.31663 4.04289 2.09931
C 3.07060 5.03079 0.95791
C 1.28341 2.70853 3.21857
C 0.43713 1.64443 2.74784
C -0.76364 1.16665 3.34784
C -1.80376 0.38812 2.76882
N -1.66097 -0.33303 1.53385
C -2.93847 -0.87562 1.29530
C -3.24146 -1.59636 0.09747
C -2.51173 -1.68099 -1.12083
N -1.20521 -1.21989 -1.25023
C -0.84644 -1.36871 -2.57417
C 0.34003 -0.92696 -3.17468
C 1.29143 -0.00475 -2.62011
N 1.30156 0.38220 -1.30008
C -1.98769 -1.86876 -3.39794
C -2.98650 -2.05954 -2.47258
C -4.25722 -2.80026 -2.75234
C -4.28269 -4.18455 -2.06892
C -1.97821 -1.99087 -4.90421
C -2.97032 -1.04284 -5.61348
C -3.80914 -0.58859 2.39502
C -3.08835 0.16130 3.32515
C -3.54980 0.62335 4.64605
C -3.86019 2.12825 4.65863
C -5.26338 -0.87976 2.51275
C -6.00047 -0.30926 1.27696
N 0.97733 1.17422 1.55229
C 1.17544 3.29446 4.58348
C 1.57136 2.27800 5.68071
H 1.00737 2.06992 -6.41662
H 0.38472 2.30706 -4.72213
H 0.04671 0.83890 -5.62680
H 3.00082 1.50569 -5.26629
H 2.23493 -0.00207 -5.49292
H 4.29010 2.50040 -3.73070
H 4.39161 2.89744 -2.03673
H 2.55603 4.17833 -4.17196
H 3.64283 5.01345 -2.99223
H 2.11359 4.23478 -2.41377
H 3.67345 2.54907 0.07656
H 4.34494 3.61079 2.08865
H 3.25514 4.67775 2.98627
H 3.55453 4.75617 0.00621
H 3.48450 5.99374 1.24480
H 2.00941 5.11276 0.74506
H -0.94558 1.48546 4.39740
H -4.23761 -2.09707 0.08925
H 0.56789 -1.31378 -4.19999
H -4.42759 -2.78366 -3.86586
H -5.08133 -2.21995 -2.31667
H -3.67994 -4.87867 -2.64435
H -5.29637 -4.51123 -1.97254
H -3.87427 -4.14197 -1.00671
H -2.04230 -3.05603 -5.21331
H -0.97411 -1.69537 -5.20181
H -4.01239 -1.42959 -5.58225
H -2.70115 -1.00133 -6.69705
H -3.07852 -0.04021 -5.20776
H -2.73830 0.48989 5.40737
H -4.38455 0.03625 5.01905
H -3.00088 2.68762 4.20894
H -4.09422 2.54466 5.62588
H -4.74175 2.35516 3.96147
H -5.68179 -0.39167 3.41690
H -5.44226 -1.96968 2.58623
H -5.87544 0.81459 1.28851
H -7.08292 -0.42718 1.33218
H -5.70099 -0.70214 0.32560
H 0.12424 3.59962 4.77857
H 1.75640 4.23961 4.62868
H 1.02876 1.30713 5.49555
H 1.31721 2.70109 6.67525
H 2.62861 2.04835 5.59721
N 1.23061 -3.52654 -0.46638
C 1.56227 -4.77480 0.27165
C 1.54276 -4.58528 1.85158
C 0.85690 -3.25369 2.32078
O 1.67611 -2.29537 2.66848
O -0.42052 -3.06927 2.39997
H 0.44894 -3.59218 -1.09881
H 2.03684 -3.34504 -1.03744
H 2.62014 -5.02181 0.10033
H 0.81289 -5.59082 0.10821
H 2.64940 -4.49535 2.09353
H 1.06777 -5.45372 2.31632
N 4.32880 -1.48389 2.55872
N 4.41086 -1.62187 1.18246
N 5.56418 -1.68412 0.56215
C 5.19062 -1.72107 -0.71288
N 3.86478 -1.66844 -0.86694
N 3.33814 -1.57757 0.34832
H 5.21912 -1.88638 2.99006
H 3.45440 -2.00758 2.83086
H 5.95863 -1.79358 -1.48787
*
```

orbital gap (alpha / beta)	0.169 / 0.204	Ha
energy above the lowest of the compared OMol25 structures with the same formula, charge and spin	0.0000	eV
E	-2964.43340	hartree